[1]
{"formula": "C3H6N2S2", "method": "ωB97M-V/def2-TZVPD", "homo_energy_ev": -8.75, "relative_energy_kcal_mol": 32.5, "fmax_ev_per_a": 2.90, "orbital_gap_ev": 8.3489, "multiplicity": 1, "elements": ["S", "S", "N", "N", "C", "C", "C", "H", "H", "H", "H", "H", "H"], "coordinates": [[-1.74326, -1.22540, -0.05876], [1.14211, -1.01971, -0.04335], [0.48641, 1.60414, -0.84223], [-1.34886, 1.77062, 0.65923], [-0.40397, 1.08938, -0.14516], [-0.42182, -0.37303, -0.11768], [2.56353, 0.11267, 0.42466], [2.13684, 0.80058, 1.12826], [3.30077, -0.69220, 0.88710], [-1.55437, 2.75610, 0.35641], [0.39648, 2.57847, -0.86367], [3.05891, 0.67318, -0.47584], [-2.10947, 1.20832, 0.91154]], "atomic_forces_ev_per_a": [[-1.85, -1.47, -0.14], [1.77, -1.76, -0.14], [1.30, -0.32, -1.28], [1.86, 1.41, -1.66], [-2.18, 1.16, 1.53], [1.59, 1.46, 0.88], [1.00, -1.21, -1.42], [0.37, 0.36, 0.51], [-1.52, 1.94, -0.80], [0.17, -1.71, 0.55], [0.05, 2.00, -0.08], [-1.18, -1.24, 1.70], [-1.38, -0.62, 0.35]], "lowdin_charge": [0.729, 0.875, 0.125, 0.113, -0.620, -1.201, -0.356, 0.007, 0.069, 0.124, 0.045, 0.070, 0.020]}

[2]
{"formula": "C62H60F2N10", "method": "ωB97M-V/def2-TZVPD", "homo_energy_ev": -8.93, "relative_energy_kcal_mol": 4.3, "fmax_ev_per_a": 3.45, "orbital_gap_ev": 9.4904, "multiplicity": 1, "elements": ["F", "F", "N", "N", "N", "N", "N", "N", "N", "N", "N", "N", "C", "C", "C", "C", "C", "C", "C", "C", "C", "C", "C", "C", "C", "C", "C", "C", "C", "C", "C", "C", "C", "C", "C", "C", "C", "C", "C", "C", "C", "C", "C", "C", "C", "C", "C", "C", "C", "C", "C", "C", "C", "C", "C", "C", "C", "C", "C", "C", "C", "C", "C", "C", "C", "C", "C", "C", "C", "C", "C", "C", "C", "C", "H", "H", "H", "H", "H", "H", "H", "H", "H", "H", "H", "H", "H", "H", "H", "H", "H", "H", "H", "H", "H", "H", "H", "H", "H", "H", "H", "H", "H", "H", "H", "H", "H", "H", "H", "H", "H", "H", "H", "H", "H", "H", "H", "H", "H", "H", "H", "H", "H", "H", "H", "H", "H", "H", "H", "H", "H", "H", "H", "H"], "coordinates": [[-2.39917, -3.17077, -1.88248], [2.33120, -1.13961, 6.48465], [0.58121, 1.92374, 2.66465], [4.06970, 0.88085, -4.77125], [0.92572, 4.35275, -2.67431], [-4.16250, 1.66047, 0.37460], [-2.07918, 0.10470, -5.35771], [4.75345, 3.11887, -0.12962], [6.01620, 0.89389, 5.08139], [-4.24859, -3.89788, 2.46590], [-0.14433, 0.04788, -0.98209], [0.04010, -5.83393, -0.23744], [-0.93879, 4.07206, 1.83811], [5.31405, 1.13295, -5.24628], [3.60620, 5.52325, 0.71962], [0.36932, 3.29586, -3.34854], [6.46022, 1.22199, -4.41180], [-3.41198, -1.87724, 1.45518], [4.78011, 1.43250, 5.29810], [1.41634, -1.74060, 5.60289], [0.17519, 5.33808, -2.17704], [-1.15736, -6.37721, 0.08322], [-0.74614, 2.02864, 2.97309], [-4.07799, -4.90679, -1.68329], [2.19582, 0.41249, -0.52031], [5.00004, 0.91087, -2.51958], [-4.87809, -3.12887, 3.41347], [-0.72189, -6.01883, 2.39554], [0.96704, 0.86792, -0.84883], [1.25073, -1.24389, 4.35239], [6.25239, 1.04485, -3.07197], [3.69088, 1.35214, 4.39241], [4.56437, 4.87276, 1.53003], [0.57465, -5.66931, 2.08023], [-6.09232, 1.27430, -1.01913], [-6.03161, -2.92844, -1.48401], [1.14662, 2.96834, 2.01539], [3.90348, 0.75321, -3.40301], [2.25878, -0.95971, -0.11570], [6.21254, 0.24109, 3.90985], [5.04302, 3.64334, 1.05720], [3.94635, 3.86577, -0.95617], [3.37394, 5.09525, -0.59425], [-1.60363, -6.44153, 1.42058], [0.67839, -2.78254, 6.07513], [-0.17071, 0.76374, -6.65093], [-5.38215, -5.28962, -1.39051], [-3.54823, -3.26778, 1.52298], [-1.23716, -0.26059, -4.35281], [-4.00116, -1.08386, 2.41590], [-0.00109, -1.25466, -0.78471], [-1.76335, 4.34374, -3.10632], [-4.73383, -2.48692, -1.77165], [-6.39395, -4.27324, -1.27010], [-1.53923, 0.54065, -6.50152], [-5.28352, 1.33002, -2.15134], [-4.79026, -1.70406, 3.40177], [0.17511, -0.11492, -4.44102], [-0.27746, -3.37570, 5.23143], [-3.43724, 1.70084, -0.73857], [-1.21007, 5.33215, -2.29182], [5.15534, 0.05111, 3.01490], [-0.35140, -2.97941, 3.87188], [-3.93734, 1.50229, -1.98633], [-1.54414, 3.06622, 2.57261], [-5.53892, 1.52704, 0.23873], [0.40831, 4.02084, 1.52920], [0.69984, 0.40224, -5.62008], [0.92274, -5.51397, 0.73425], [0.41483, -1.86090, 3.44649], [-3.70720, -3.51613, -1.75338], [1.18465, -1.80020, -0.33165], [-0.99878, 3.29167, -3.56742], [3.88382, 0.63682, 3.20820], [-7.15609, 1.10511, -1.09773], [-1.42251, 2.49740, -4.16406], [3.83659, 3.48196, -1.95969], [1.90599, -5.17647, 0.44148], [2.69759, 5.60799, -1.26212], [-2.60057, -6.72730, 1.72198], [-0.78424, -1.95186, -1.04359], [3.11168, 0.46904, 2.47194], [5.30827, -0.41075, 2.05069], [-1.86035, 6.09113, -1.88257], [-2.88782, -3.81977, 0.87063], [-3.83241, -0.01835, 2.46708], [-2.36742, 1.75356, -0.60037], [2.91772, 0.47254, -3.06262], [-1.06733, 1.20172, 3.58906], [0.91650, -0.32233, -3.68358], [3.16716, -1.47589, 0.15781], [2.19850, 2.94646, 1.77154], [3.03866, 6.36521, 1.08760], [-1.76676, -6.56467, -0.78850], [-3.33368, -5.67601, -1.82713], [1.87056, -0.38310, 4.14927], [0.86235, 1.92880, -1.02200], [7.10752, 1.01354, -2.41306], [-5.12851, -1.21257, 4.30201], [0.14310, 1.29001, -7.54028], [-5.49495, -3.58280, 4.17494], [-0.87416, -3.55843, 3.12497], [0.84266, 4.81694, 0.94271], [-6.16165, 1.57831, 1.11962], [-4.51657, -1.42900, -1.76764], [7.23105, -0.10333, 3.80783], [-5.67669, 1.23721, -3.15295], [0.86216, -3.23450, 7.03864], [-2.76873, -1.44557, 0.70265], [2.73948, 1.83562, 4.55826], [-7.41376, -4.51664, -1.01101], [3.05094, 1.05257, -0.36070], [-1.68888, -0.69424, -3.47287], [1.34119, -5.45227, 2.80941], [-2.81772, 4.29616, -3.33536], [1.01417, 2.57975, -3.83613], [-3.28012, 1.62707, -2.83421], [-5.57667, -6.34538, -1.27242], [1.34187, -2.82932, -0.04426], [5.62169, 2.99823, 1.70169], [-2.22756, 0.91794, -7.24332], [0.60481, 6.14123, -1.59672], [1.76218, 0.44788, -5.80918], [-2.56851, 3.20515, 2.88528], [-6.76742, -2.13793, -1.49232], [4.75763, 2.05178, 6.18263], [4.92796, 0.76105, -1.45245], [4.92001, 5.27487, 2.46716], [-1.03787, -5.99646, 3.42805], [-1.52977, 4.90207, 1.48003], [5.41854, 1.38059, -6.29230], [7.39027, 1.53455, -4.86316], [0.34319, -1.49102, 2.43434], [-0.84520, -4.24857, 5.51805]], "atomic_forces_ev_per_a": [[-0.67, -0.29, -0.04], [-1.04, -0.68, -1.29], [-0.29, 1.23, 0.12], [0.64, -0.06, 1.21], [0.53, -0.75, -0.47], [-2.27, 0.49, 0.34], [0.75, -0.90, 0.71], [-1.29, 1.13, -0.93], [-1.38, 0.35, -0.72], [-0.71, 0.50, 1.03], [0.85, 1.10, -0.31], [0.21, -0.37, 0.22], [-0.20, 0.18, -0.43], [-0.22, 0.43, 1.75], [0.80, -0.09, 0.01], [-0.30, 2.61, 0.75], [-1.80, 0.19, -1.52], [-0.03, -0.18, 0.09], [0.84, -0.27, -1.18], [0.71, 0.37, 1.97], [-0.95, -1.21, 0.08], [0.95, 1.44, 0.78], [1.95, -0.93, -0.08], [0.57, 1.83, 0.13], [0.72, -2.27, 1.85], [-1.37, -1.21, -0.95], [0.84, 1.50, -2.03], [0.10, -0.49, 0.44], [-1.94, -0.73, -0.32], [0.85, 1.07, -0.47], [1.04, 0.26, 0.69], [1.02, -0.28, -0.07], [-0.90, -0.22, -1.27], [0.83, 0.56, -0.95], [-0.13, 0.51, 0.58], [0.13, -0.40, -0.39], [-0.67, -1.17, -0.15], [2.02, 0.40, -1.45], [0.16, 0.47, -1.43], [-1.41, 0.58, 1.30], [-0.24, 0.23, 0.20], [1.15, 0.11, 0.79], [0.36, -1.37, 0.99], [0.33, 0.28, -0.92], [-1.05, -1.34, 0.08], [-0.54, -0.12, 0.22], [-0.80, 2.04, -0.09], [0.27, 0.92, 0.88], [0.84, 0.47, -1.01], [-0.72, -0.34, 0.91], [0.28, 0.21, -0.21], [-0.36, -0.29, 0.73], [1.62, -2.84, 1.12], [1.74, -0.28, -0.30], [0.56, 0.99, 1.15], [-0.46, -0.35, 0.06], [0.99, -1.92, 0.01], [-0.77, 0.25, -0.82], [0.85, 0.25, -1.68], [0.50, -0.80, 1.67], [-0.31, -0.41, -1.18], [-0.18, 0.69, -0.64], [0.99, 0.97, 0.73], [0.00, 0.78, -1.35], [0.06, 0.86, 0.14], [2.35, -0.47, -1.34], [-0.63, 0.49, 0.16], [-0.63, -0.19, -0.84], [-1.78, -1.10, 0.21], [-0.87, -1.09, 0.52], [-2.49, 0.03, -0.55], [1.09, 0.42, 0.87], [0.63, -0.27, -0.48], [1.59, -0.38, 1.10], [-0.11, 0.05, -0.08], [-0.18, -0.05, -0.04], [-0.24, -0.15, -0.06], [0.04, 0.08, -0.16], [0.09, -0.08, 0.00], [-0.12, -0.11, -0.31], [-0.55, 0.38, 0.12], [-0.17, 0.23, -0.01], [0.28, -0.36, 0.02], [0.21, 0.20, 0.10], [-0.37, -0.63, -0.18], [0.01, 0.11, -0.25], [0.22, 0.24, 0.07], [-0.08, 0.22, 0.03], [-0.47, -0.06, -0.03], [-0.55, -0.44, 0.49], [0.38, 0.48, 0.35], [0.29, -0.37, 0.22], [0.27, 0.33, 0.12], [-0.21, -0.42, 0.22], [0.20, 0.18, 0.07], [-0.29, 0.03, -0.51], [-0.53, 0.09, -0.16], [0.10, 0.24, 0.18], [-0.34, 0.43, -0.25], [0.36, -0.28, -0.14], [0.18, -0.49, -0.03], [-0.46, 0.18, 0.23], [0.23, -0.06, 0.02], [0.18, -0.08, 0.19], [0.23, -0.01, -0.31], [-0.07, -0.30, -0.52], [-0.24, -0.16, 0.00], [-0.02, 0.32, 0.23], [0.02, 0.08, -0.14], [0.00, 0.09, 0.31], [0.00, -0.09, -0.07], [-0.01, 0.23, -0.23], [-0.11, 0.15, 0.16], [-0.23, 0.13, 0.34], [-0.19, 0.31, 0.17], [0.25, -0.12, 0.39], [0.05, -0.31, -0.14], [-0.29, 0.03, 0.01], [-0.52, -0.22, -0.31], [0.36, 0.09, 0.14], [-0.16, -0.26, -0.22], [0.62, -0.01, -0.05], [0.20, 0.31, 0.40], [-0.10, -0.44, -0.08], [-0.37, -0.14, 0.28], [-0.43, -0.13, 0.22], [-0.27, 0.19, -0.03], [-0.32, -0.08, 0.16], [-0.05, -0.13, 0.13], [-0.10, 0.11, 0.00], [-0.23, -0.30, -0.23], [0.24, -0.38, 0.18], [0.01, 0.01, -0.09], [0.00, 0.02, 0.36]], "lowdin_charge": [0.022, 0.014, 0.079, 0.047, 0.064, 0.065, 0.043, 0.057, 0.042, 0.061, 0.091, 0.051, -0.075, -0.134, -0.085, -0.111, -0.066, -0.072, -0.124, -0.251, -0.170, -0.131, -0.130, -0.033, -0.091, -0.084, -0.120, -0.111, -0.143, -0.032, -0.102, -0.079, -0.052, -0.081, -0.079, -0.094, -0.149, -0.102, -0.051, -0.145, -0.170, -0.120, -0.071, -0.061, -0.022, -0.069, -0.068, -0.170, -0.132, -0.081, -0.159, -0.075, 0.001, -0.067, -0.165, -0.082, -0.060, -0.066, -0.060, -0.168, -0.058, -0.074, -0.074, -0.096, -0.076, -0.108, -0.074, -0.088, -0.149, -0.050, -0.234, -0.071, -0.071, -0.102, 0.097, 0.081, 0.088, 0.096, 0.069, 0.103, 0.084, 0.078, 0.087, 0.101, 0.085, 0.083, 0.089, 0.066, 0.099, 0.078, 0.103, 0.086, 0.100, 0.077, 0.086, 0.073, 0.088, 0.108, 0.090, 0.097, 0.090, 0.068, 0.082, 0.097, 0.088, 0.096, 0.111, 0.116, 0.091, 0.091, 0.091, 0.072, 0.083, 0.105, 0.104, 0.090, 0.084, 0.099, 0.084, 0.095, 0.097, 0.091, 0.080, 0.103, 0.093, 0.095, 0.076, 0.100, 0.103, 0.104, 0.095, 0.099, 0.089, 0.095]}

[3]
{"formula": "C4H15NO3S2", "method": "ωB97M-V/def2-TZVPD", "homo_energy_ev": -8.05, "relative_energy_kcal_mol": 19.5, "fmax_ev_per_a": 1.92, "orbital_gap_ev": 8.5665, "multiplicity": 1, "elements": ["S", "S", "O", "O", "O", "N", "C", "C", "C", "C", "H", "H", "H", "H", "H", "H", "H", "H", "H", "H", "H", "H", "H", "H", "H"], "coordinates": [[-1.74140, -1.31527, -1.61943], [0.11533, -1.34124, -2.47657], [0.26555, -1.03231, 2.03962], [1.80998, 2.09609, -0.12600], [2.61826, -0.26953, 0.94084], [-2.09627, -1.56224, 1.24729], [-1.75186, -0.18663, 0.99567], [-1.75917, 0.14806, -0.51818], [0.69131, 0.13012, -3.30743], [-0.43312, 0.17495, 1.81387], [-2.46653, 0.53626, 1.42497], [1.46724, -0.09870, -4.02869], [-1.42781, -2.25907, 0.94035], [-0.69196, 0.75600, 2.78804], [1.09121, 0.85732, -2.61583], [-1.01203, 0.93542, -0.79459], [1.70031, -0.57105, 1.14334], [2.36933, 1.40063, 0.27319], [-2.62626, 0.78970, -0.79299], [-2.22872, -1.75136, 2.23543], [2.39341, 2.86113, -0.21158], [2.80831, -0.89333, 0.22591], [-0.06779, 0.76093, -3.76086], [0.25374, 0.88634, 1.29270], [0.71895, -1.05217, 2.89094]], "atomic_forces_ev_per_a": [[-0.04, 1.37, -0.49], [1.00, -1.21, 0.34], [0.55, -0.39, 0.44], [0.37, 0.32, -0.03], [-0.45, -0.74, -0.38], [-1.44, -0.27, 0.29], [1.14, 0.85, 0.71], [0.25, 1.24, -0.21], [-0.79, 1.72, 0.19], [-0.14, 1.86, 0.26], [-0.27, -0.81, -0.02], [-0.08, -0.46, -0.12], [0.16, 0.56, -0.30], [0.19, -1.39, -1.31], [0.55, -0.17, 0.66], [0.28, -1.22, 0.26], [0.43, 0.25, 0.32], [-0.28, -0.10, -0.10], [-0.18, -1.12, 0.35], [-0.09, 0.26, -0.11], [-0.22, -0.11, -0.01], [0.43, 0.25, -0.02], [-0.48, -0.52, -0.62], [-0.71, -0.41, 0.00], [-0.17, 0.23, -0.10]], "lowdin_charge": [0.495, 0.407, -0.108, -0.090, -0.072, -0.004, -0.420, -0.482, -0.482, -0.194, 0.130, 0.032, 0.057, 0.144, 0.002, 0.083, 0.011, -0.006, 0.074, 0.081, 0.037, 0.062, 0.038, 0.092, 0.113]}

[4]
{"formula": "C4H5O2Zn", "method": "ωB97M-V/def2-TZVPD", "s2": 0.752, "homo_energy_ev": [-8.08, -8.30], "relative_energy_kcal_mol": 42.6, "fmax_ev_per_a": 4.73, "orbital_gap_ev": [8.4346, 6.9870], "multiplicity": 2, "elements": ["Zn", "O", "O", "C", "C", "C", "C", "H", "H", "H", "H", "H"], "coordinates": [[6.51469, 0.57493, -3.69711], [1.61576, 2.21117, -0.34801], [5.12591, 1.23928, -2.97794], [2.72879, 1.71707, -2.38348], [2.98016, 2.67994, -3.21171], [2.20444, 1.18123, -1.11569], [3.86727, 1.37025, -3.45275], [3.04210, 0.70565, -0.57476], [2.83302, 3.70843, -3.52657], [1.29192, 1.84106, 0.47749], [3.49083, 0.66707, -4.21931], [1.47372, 0.38469, -1.34342]], "atomic_forces_ev_per_a": [[2.53, -1.15, -1.27], [-0.11, 0.22, 0.07], [-1.68, 1.28, 1.23], [1.68, -0.61, -0.88], [1.33, -1.22, -0.75], [-0.07, -0.33, -0.10], [-4.33, 1.33, 1.37], [-0.16, 0.15, -0.19], [0.05, -0.25, 0.24], [-0.01, -0.04, 0.01], [0.62, 0.45, 0.22], [0.14, 0.15, 0.05]], "mulliken_spin": [0.954, 0.001, -0.032, 0.012, -0.011, 0.002, 0.065, 0.001, 0.000, 0.000, 0.008, 0.000]}